148
Properties=species:S:1:pos:R:3:forces:R:3:mulliken_charge:R:1 method="wB97M-V/def2-TZVPD" lumo_energy_ev=2.46 homo_lumo_gap_ev=7.99 multiplicity=1 total_charge=-1
C 1.3349 1.2057 -4.1702 0.60 0.53 0.09 -1.133
H 5.8797 -2.0656 -1.9378 -0.14 -0.06 0.36 0.369
H -2.5023 0.0394 -3.5807 -0.07 0.14 -0.16 0.327
H -4.8865 -2.0701 2.4048 -0.09 -0.04 0.02 -0.018
H -1.5059 -2.9232 -2.6396 0.18 0.05 0.00 0.207
H -0.4223 0.1610 -4.8193 -0.16 0.50 -0.11 0.480
C -0.8066 -4.5174 -1.3768 -0.32 0.16 0.19 -0.540
H -1.2902 -2.6666 6.5713 -0.53 -0.30 0.32 0.423
H -1.2392 -5.3728 -0.8493 -0.13 -0.20 -0.40 0.491
O -2.9033 -1.9564 1.7983 -0.08 0.03 0.56 0.072
H -3.3154 1.2082 0.9649 0.39 -0.45 0.33 0.185
H 2.2068 -4.8363 3.3580 0.16 -0.01 -0.08 0.344
H -4.9989 2.4877 1.5565 -0.28 -0.13 0.40 0.455
H 5.6012 -0.6875 0.2389 0.18 -0.27 -0.19 0.563
O 4.8893 3.6913 0.3434 0.35 0.15 -0.40 -0.481
H 3.0524 -1.5874 -0.6468 -0.49 -0.42 0.47 -0.126
C 1.8529 1.2264 3.3479 0.32 0.15 1.41 -0.531
H 3.2274 5.3510 -0.3592 -0.12 -0.25 -0.49 0.211
H 1.3815 6.1237 -3.0124 -0.15 -0.13 -0.13 0.179
O 0.9851 0.1586 3.6375 -0.13 0.50 -0.34 -0.114
H 2.2517 0.5939 -2.5299 0.14 0.30 0.54 -0.477
H -3.7773 -3.5705 -2.6817 0.00 0.08 0.19 0.283
H -3.1324 -2.3294 -0.2060 -0.81 0.40 0.56 0.477
N 2.1034 1.4991 -2.9653 -0.29 -0.18 -0.50 0.536
C -4.0029 -2.7033 2.2736 0.27 0.38 -0.65 -0.658
H -2.0432 -1.0519 0.2489 -0.18 -0.03 0.17 -0.805
H -8.4575 -0.3773 2.8750 -0.24 0.10 -0.28 0.310
N 2.3549 4.9534 -0.0163 0.68 0.40 0.28 0.141
H 0.6682 -4.0257 3.0934 0.04 0.03 -0.14 0.420
O 0.0017 -4.9808 -2.4447 0.35 -0.52 0.19 -0.456
H -3.2815 -3.5205 -5.6639 0.12 -0.04 -0.23 0.193
H 1.1325 2.1350 -4.7115 -0.34 0.10 0.27 0.400
C -3.0158 -1.4857 0.4879 0.24 0.53 -0.65 1.182
C 3.3716 2.1349 -3.2868 -0.77 0.31 0.38 0.665
H -5.3141 1.8699 -0.0478 0.02 0.18 -0.04 0.356
O -4.7615 -4.7093 -4.8946 -0.76 -0.62 0.33 -0.377
H 4.5477 -1.9116 1.8663 0.05 -0.18 0.00 0.705
H -4.2103 -3.4969 1.5445 -0.26 -0.19 0.16 0.388
H -8.8372 1.3706 2.5701 0.10 -0.04 -0.29 0.390
H -4.7416 -6.2243 -3.4434 -0.33 0.86 0.41 0.385
H -0.1842 -4.0457 -0.6099 0.03 0.43 -0.21 -0.175
H -5.6980 -1.4101 5.6633 0.26 -0.21 0.08 0.335
H -5.0418 0.2192 5.9011 0.04 -0.05 0.10 0.341
H 3.3268 2.3808 0.0064 -0.39 0.28 -0.01 -0.583
C -3.0375 -1.4678 6.1290 -0.48 -0.81 -1.02 -0.703
C 1.0079 -4.0587 -2.7915 0.08 0.54 -0.01 -0.494
H 1.5143 -3.7932 4.6138 0.47 -0.25 -0.46 0.332
H -2.2789 -5.9822 -3.0625 0.26 0.00 -0.34 0.285
H 3.0335 3.5955 -4.8976 -0.26 -0.24 -0.09 0.431
O 2.1247 4.2550 -3.1820 0.59 0.02 -0.05 -0.053
H 1.6992 -0.3082 5.5521 -0.04 0.47 -0.02 0.341
C 3.6934 3.0572 0.7880 0.27 -0.03 -0.08 0.675
C 3.1818 3.5608 -3.8068 0.21 0.08 -0.72 -1.130
C 0.4563 -1.8220 4.7528 -0.59 0.64 0.28 -0.365
H 6.1996 2.1225 0.6109 0.06 -0.07 0.03 0.314
H 4.3609 0.2439 -0.4475 -0.19 -0.09 -0.63 -0.012
H 1.3559 2.1222 2.9821 -0.50 -0.52 -0.57 0.184
H 1.6652 -4.4959 -3.5411 -0.22 -0.15 -0.15 0.381
C 0.0817 0.4242 -3.8701 -0.09 -1.47 -0.64 0.359
H 3.3289 -1.7515 -4.2573 0.16 0.67 -0.13 0.389
H -3.7284 -3.1113 3.2409 0.02 -0.07 0.00 0.066
H -8.2197 0.8294 4.1226 0.01 0.00 -0.04 0.238
C -4.0801 -5.6922 -4.1242 1.32 -0.21 -0.93 -0.721
H -2.5766 1.0503 -2.0768 -0.12 0.31 -0.41 0.205
H 3.9559 2.2473 -2.3740 -0.02 -0.42 0.03 -0.797
H -3.7660 -6.5280 -4.7690 0.13 0.21 -0.42 0.406
H 6.3727 -0.3749 -1.9287 -0.17 0.08 -0.34 0.377
C 5.5005 -1.0361 -1.8754 -0.30 0.20 0.65 -0.933
C -5.2341 1.5715 1.0196 -0.32 -0.60 -1.57 -0.811
H 4.1828 9.3222 -1.1664 0.00 -0.15 -0.04 0.221
H -2.1658 -4.7015 -4.2762 0.10 0.23 0.14 0.246
C 2.2871 7.3691 0.6219 -0.63 -0.71 -0.20 -0.548
H -5.0633 -1.0444 0.2811 -0.20 0.31 0.11 0.393
C -6.6214 0.9962 1.2907 0.69 0.38 0.87 -0.611
C -1.9643 0.3960 -2.6975 0.26 -0.51 0.95 -0.333
C 3.4515 9.1073 -0.3852 0.40 -0.53 -0.68 -0.872
H -4.7610 -3.6412 -6.5991 -0.04 -0.13 -0.07 0.245
H -0.6891 -0.5153 5.9375 0.55 0.10 -0.13 0.234
C -4.1320 -0.4741 0.2115 -0.47 -0.09 0.47 -1.348
H -7.3903 1.6830 0.9222 0.05 0.07 -0.14 0.518
N -4.1270 0.6305 1.1585 -0.23 0.44 0.54 -0.002
H 4.1269 4.1097 -3.6910 0.08 -0.04 0.34 0.535
H -2.8353 -0.5920 6.7517 0.08 0.01 0.20 0.326
C 3.6173 -1.7681 1.3135 -0.75 -0.07 -0.17 -0.002
H 2.7336 -1.4252 -2.5956 -0.07 0.15 -0.15 0.148
H 2.3329 5.8625 -4.4676 0.39 0.15 -0.05 0.339
H 0.3357 -0.5853 -3.5033 0.26 0.22 0.45 -0.332
C 1.4971 6.1064 0.2776 0.62 -0.56 -0.04 -1.002
N -3.1195 -4.2718 -2.3520 0.49 0.28 -0.49 -0.425
H 2.4927 -1.1260 4.2086 -0.33 -0.13 0.18 0.497
H 3.9296 -2.6704 -2.9277 -0.14 -0.10 0.11 0.463
N 0.7433 -0.4640 -0.1448 -0.37 1.22 0.16 0.113
C 3.6070 -1.6582 -3.2079 0.36 -1.23 0.68 -0.880
O -6.7991 0.8388 2.6953 -0.42 0.24 -0.38 -0.222
H 2.6765 0.9299 2.6959 -0.06 0.06 -0.08 -0.110
H 1.6979 -2.6703 1.0561 -0.18 -0.20 0.05 -0.387
H 1.8304 3.7731 1.5837 0.15 -0.05 0.19 0.517
H 3.1776 -0.8188 1.6500 0.06 0.07 -0.11 -0.607
C -8.1522 0.6619 3.0442 0.35 -0.40 0.84 -0.902
C 2.7472 4.1855 1.1572 -0.30 -0.42 -0.10 -1.058
H 0.5558 -3.1359 -3.1661 0.14 0.08 -0.22 0.160
H -3.6712 -2.1919 6.6545 0.03 0.11 0.45 0.417
O 4.6920 -0.7846 -2.9907 -0.10 0.84 -1.04 -0.334
H -4.1109 -0.0426 -0.8009 0.27 -0.57 -0.29 0.498
O 1.4378 0.5672 0.0144 -0.02 -0.87 0.08 -0.412
C -4.0539 -4.2189 -6.0052 0.18 0.66 0.35 -0.622
H 0.7706 -2.6095 5.4597 0.15 0.45 0.16 0.283
H 0.2575 -2.3063 3.7940 -0.26 0.46 0.30 -0.004
O -0.2115 -0.7055 0.6241 0.98 -0.11 -0.49 -1.112
H 2.9759 7.2027 1.4551 -0.01 -0.09 0.16 0.373
N -0.7748 -1.2193 5.2168 -1.15 -0.22 -0.38 0.019
H 3.9162 1.5237 -4.0182 0.42 0.28 -0.06 0.425
H 1.6405 -3.7425 -1.9557 -0.15 -0.22 0.28 0.147
O 3.0455 7.7544 -0.5183 -0.32 0.59 0.32 -0.186
C 1.6624 -3.9007 3.5402 0.22 -1.32 -0.37 -1.058
H 3.9362 2.4207 1.6520 -0.15 0.18 0.10 0.464
C -1.9127 -3.5804 -1.8619 -0.03 0.08 0.24 1.240
O 0.9806 -1.2213 -1.1298 0.06 -0.25 0.25 0.307
C 5.8054 2.7662 -0.1854 -0.02 -0.37 0.13 -0.381
H 3.0425 -3.8296 1.3573 -0.14 -0.17 0.00 0.473
H 0.8217 5.8574 1.0993 -0.01 0.03 0.02 0.422
H 6.6431 3.2629 -0.6719 -0.08 0.34 0.13 0.326
C 2.2809 5.6370 -3.3986 -1.12 0.04 0.62 -0.930
O 2.3537 -2.7993 3.0307 0.26 -0.59 -0.38 -0.197
H 2.6043 9.7727 -0.5633 -0.06 0.16 0.45 0.326
H 2.2455 1.5811 4.3176 0.48 -0.06 -0.12 0.404
H -1.7783 -0.4521 -2.0233 0.17 -0.28 -0.29 -0.043
H 1.9709 0.6401 -4.8779 -0.28 -0.36 -0.11 0.313
C 4.8169 -0.7537 -0.5317 0.64 -0.51 0.92 -0.054
H 3.0730 6.0813 -2.7895 0.49 -0.16 -0.38 0.316
H 3.2859 4.7914 1.9021 -0.19 0.02 0.22 0.255
C -1.7721 -2.1805 5.7028 1.53 0.63 0.62 -0.818
H -2.2118 -2.9362 -1.0323 0.61 -0.54 -0.68 -1.132
H 1.5448 8.1098 0.9419 0.22 0.45 -0.24 0.446
C -2.8031 -5.1250 -3.4941 -1.05 -1.33 0.99 -0.329
O -0.7758 1.0659 -2.9861 -0.04 0.96 -0.10 -0.319
H -3.5805 -4.9833 -6.6287 -0.12 -0.23 0.12 0.311
H 5.3395 2.1112 -0.9286 -0.03 0.06 0.02 -0.105
H -6.7248 0.0425 0.7638 -0.14 -0.04 0.07 0.354
H 0.8904 6.2569 -0.6175 -0.09 0.41 0.08 0.255
H -1.9492 -2.9964 5.0020 -0.22 0.33 -0.36 0.294
C -5.0369 -0.6478 5.2221 -0.62 0.67 0.18 -0.582
H -5.5115 -0.3066 4.3028 0.29 -0.10 -0.17 -0.129
C 2.6050 -2.8662 1.6344 0.58 0.48 0.24 0.080
O -3.7425 -1.0813 4.9628 0.26 -0.15 -0.03 -0.002
C 1.5246 -0.7549 4.5578 -0.26 0.11 0.41 -0.774
H 3.9553 9.2527 0.5726 -0.24 0.30 0.16 0.324
N 3.8896 -1.8122 -0.1131 0.46 0.65 -0.66 -0.167

---

24
Properties=species:S:1:pos:R:3:forces:R:3:mulliken_charge:R:1 method="wB97M-V/def2-TZVPD" lumo_energy_ev="3.53 / 3.49" homo_lumo_gap_ev="2.24 / 9.66" multiplicity=2 total_charge=-1
C 2.5784 2.0434 -0.7288 -0.88 -1.89 2.23 -1.132
C 2.8982 1.6061 0.5973 0.66 2.00 -1.84 -0.196
C 2.6368 0.3542 1.1229 0.62 -0.60 -1.09 -1.098
H 2.3560 -2.5095 1.0692 1.36 -0.90 1.06 0.455
C 1.7296 -0.2093 -1.0477 0.98 0.42 2.17 -2.015
C -4.2686 -0.2145 0.6711 3.39 0.69 0.12 -1.154
H 1.4574 -0.9722 -1.6841 -1.11 -1.23 -1.41 0.396
H -3.6122 0.6678 -1.3315 -1.38 -0.77 1.19 0.376
H 3.5066 2.4162 0.9790 0.09 -0.49 1.53 0.446
H -5.0701 -0.3436 -1.4960 0.14 -0.50 0.64 0.656
H 0.7905 -1.9119 1.3078 -1.33 -0.46 0.64 0.387
H 1.3272 -2.6505 -0.2534 -0.57 0.19 -0.47 0.562
H 2.6649 3.1114 -0.9618 0.15 -0.73 -0.34 0.398
H -5.2246 1.2044 -0.7992 0.12 -0.04 0.54 0.510
H 1.7017 1.3348 -2.4912 0.16 -0.38 -0.21 0.535
C 2.0182 1.0353 -1.4943 -0.41 2.81 -2.01 0.411
H -3.3637 0.3742 1.2251 -2.41 -0.65 -1.51 0.300
C 1.9909 -0.5754 0.2660 0.01 -1.19 -0.44 2.019
H -5.0550 -0.3338 1.3527 -1.83 1.17 0.64 0.397
C -4.5756 0.3155 -0.7714 1.56 0.97 -0.50 -1.835
C 1.5568 -2.0327 0.5942 1.18 2.40 -0.07 -1.787
O -3.7447 -1.5437 0.7356 0.00 -0.72 -1.60 -0.112
H -4.1636 -1.9964 -0.0203 0.42 -0.16 0.49 0.301
H 3.2549 0.0239 1.9636 -0.92 0.09 0.25 0.182

---

6
Properties=species:S:1:pos:R:3:forces:R:3:mulliken_charge:R:1 method="wB97M-V/def2-TZVPD" lumo_energy_ev=-0.32 homo_lumo_gap_ev=8.86 multiplicity=1
C -2.4971 -0.3367 0.2559 -1.72 -0.51 0.30 0.331
H 1.7037 0.3652 0.5612 -2.45 0.13 -0.40 0.183
S -2.4307 -1.5830 1.1783 0.49 -0.02 -0.05 -0.184
S 0.2414 0.5022 0.4526 3.47 0.30 0.78 -0.314
S -3.0093 0.8428 -0.6091 0.54 0.27 -0.23 -0.181
H 0.2956 1.1069 1.6683 -0.34 -0.18 -0.40 0.165

---

Relative energy (zero: lowest compared OMol25 entry of this formula, charge and spin)? In order: 121.2 202.8 54.9 kJ/mol.